No. 1
DFT (ωB97M-V/def2-TZVPD) results for 2 unconnected molecules or ions with the total composition C4H6N2O2 in a non-equilibrium geometry.

The geometry in XYZ format:
```
14
Properties=species:S:1:pos:R:3:forces:R:3
C 0.27482 -1.16156 0.37799 0.138 0.283 -0.322
C -1.52058 1.51284 -0.41276 -0.624 0.084 -0.140
C 0.89958 -0.35475 -0.45347 -0.161 -0.552 0.179
N -1.25961 1.87399 0.69989 0.363 -0.016 0.933
C 1.63865 0.30839 -1.29128 0.101 0.201 -0.147
O -0.14646 -2.42134 0.02288 -0.039 0.154 0.369
N -0.04959 -0.85401 1.69279 -0.079 -0.362 0.137
O -1.89096 1.05757 -1.40828 0.114 -0.194 -0.667
H 0.18073 -2.63131 -0.85650 0.060 0.098 -0.052
H -0.22893 0.12924 1.84692 -0.044 -0.171 -0.083
H -1.03481 2.77498 1.06351 0.074 0.266 -0.141
H -0.79199 -1.44781 2.03933 0.033 0.134 0.006
H 2.71767 0.20663 -1.31970 0.123 -0.017 0.033
H 1.21148 1.00714 -2.00133 -0.060 0.092 -0.105
```
Forces are in eV/Å.

Its structure (SMILES) is C=C=C(N)O.N=C=O. The charge is 0. The spin multiplicity is 1. For the HOMO-LUMO gap, the calculation gives 8.5 eV. The calculation puts the relative energy (zero: lowest compared OMol25 entry of this formula, charge and spin) at 56.44 kcal/mol. Its maximum force is 1.00 eV Å⁻¹. As for the HOMO energy: -7.84 eV.

=====

No. 2
DFT (ωB97M-V/def2-TZVPD) results for 2 unconnected molecules or ions with the total composition C5H12NO in a non-equilibrium geometry.

The geometry in XYZ format:
```
19
Properties=species:S:1:pos:R:3:forces:R:3
C 0.62786 0.40125 -1.50606 -0.330 -0.068 -0.800
C 1.52754 -0.50375 -0.70453 0.329 -1.098 -0.583
C 1.71852 -1.80668 -1.04370 0.565 1.711 0.475
C 2.05770 0.14853 0.54879 -1.084 0.085 -0.160
H -0.23662 0.67050 -0.85951 0.538 0.213 -0.676
H 0.25070 -0.09333 -2.41977 -0.028 -0.044 0.526
H 1.11658 1.31438 -1.91387 -0.140 -0.373 0.772
H 2.40057 -2.43107 -0.45994 -0.356 0.116 -0.114
H 1.36286 -2.19358 -1.98953 -0.220 -0.078 0.100
H 2.67392 -0.55079 1.11750 -0.281 0.152 0.239
H 1.09268 0.48157 1.05445 2.201 -0.366 -0.085
H 2.65889 1.03718 0.31859 -0.133 -0.134 -0.062
N -2.72228 1.20947 0.48732 1.686 -0.699 -0.410
C -1.98200 -0.03510 0.88599 -1.718 1.229 -1.274
O -0.69404 0.24429 1.16639 -1.951 -1.062 0.289
H -2.05578 1.92811 0.72446 -0.371 0.634 -0.012
H -3.63085 1.38740 0.85657 -0.399 -0.137 0.529
H -2.55294 -0.45300 1.74624 0.799 -0.362 0.026
H -2.16941 -0.74352 -0.00048 0.893 0.282 1.219
```
Forces are in eV/Å.

The charge is 0. The spin multiplicity is 2. For the HOMO-LUMO gap (spin up / spin down), the calculation gives 9.8 / 6.6 eV. The calculation puts the relative energy (zero: lowest compared OMol25 entry of this formula, charge and spin) at 36.71 kcal/mol. Its maximum force is 2.47 eV Å⁻¹. As for the HOMO energy (spin up / spin down): -8.83 / -8.83 eV.

=====

No. 3
DFT (ωB97M-V/def2-TZVPD) results for 2 unconnected molecules or ions with the total composition C36H25F5N3O2 in a non-equilibrium geometry.

The geometry in XYZ format:
```
71
Properties=species:S:1:pos:R:3:forces:R:3
C 4.60038 3.71091 0.25893 0.363 0.064 -0.665
N 3.67684 3.16617 1.24661 -1.803 -0.393 0.711
C 4.06062 2.73538 2.50126 -0.495 -0.009 -0.230
C 2.94532 2.38992 3.18805 0.019 0.218 -0.231
N 1.84570 2.61163 2.37085 1.169 0.331 -0.514
C 0.50112 2.44662 2.84104 0.110 0.107 -0.233
C 0.07848 1.20553 3.31008 0.314 -0.262 -0.102
F 0.95737 0.19283 3.40852 -0.520 0.574 -0.071
C -1.25374 1.00015 3.63452 -0.318 -0.801 0.356
F -1.66536 -0.20575 4.05994 0.311 0.800 -0.288
C -2.17648 2.02484 3.47279 -0.777 -0.200 -0.073
F -3.48542 1.79150 3.67061 1.156 0.215 -0.066
C -1.75650 3.26966 3.02450 -0.601 0.600 -0.540
F -2.66578 4.21408 2.73018 0.659 -0.524 0.486
C -0.41780 3.49108 2.74441 0.176 0.421 0.228
F -0.01521 4.70675 2.33452 -0.236 -0.765 0.170
C 2.31140 3.07743 1.14639 2.071 -0.510 2.401
C 1.55027 3.45422 -0.02602 -0.324 1.334 -3.078
C 0.16446 3.11811 -0.07582 -1.043 -0.252 -0.171
C -0.72626 3.72267 -0.89749 1.016 -0.098 0.727
C -2.14470 3.51172 -0.79402 -1.022 -0.218 0.056
C -3.04657 4.48462 -1.25056 0.771 -0.213 0.097
C -4.39935 4.32740 -1.07188 -0.374 0.101 0.002
C -4.89389 3.20185 -0.44150 -0.185 0.123 -0.037
C -4.02556 2.23380 0.02271 -0.155 -0.232 0.191
C -2.67334 2.38219 -0.14850 0.425 0.296 -0.209
O 2.08903 4.07040 -0.95386 -0.148 -0.480 1.323
H 4.09462 3.83850 -0.69517 0.033 -0.057 0.259
H 4.96100 4.67939 0.59740 -0.052 0.024 0.098
H 5.44321 3.03730 0.12696 -0.019 -0.109 0.215
H 5.07819 2.70433 2.85308 0.044 0.075 -0.285
H 2.88622 2.03451 4.20494 -0.292 0.007 -0.148
H -0.19484 2.42985 0.66136 -0.149 -0.328 -0.101
H -0.35797 4.49058 -1.55729 0.062 0.158 -0.268
H -2.66034 5.38837 -1.68863 0.085 0.173 -0.248
H -5.07786 5.09505 -1.40408 -0.093 0.122 -0.091
H -5.95429 3.08608 -0.29775 -0.202 -0.014 0.014
H -4.40984 1.36954 0.53910 -0.067 -0.177 0.029
H -2.00924 1.62181 0.22072 0.170 -0.293 0.001
C 3.41061 -0.91282 -0.58410 0.185 -0.152 0.321
C 3.79640 0.27075 -1.17792 0.007 0.096 0.163
C 2.96026 0.88791 -2.08285 -0.105 0.351 -0.249
C 1.73431 0.32993 -2.42079 -0.049 -0.499 0.408
C 0.86138 1.03712 -3.39268 -0.778 0.381 -0.703
C -0.48849 0.67509 -3.52238 0.265 -0.423 0.718
N -1.38889 1.32847 -4.35382 -0.075 0.712 -0.543
C -1.07915 2.46451 -5.02922 0.055 -0.465 0.363
C -1.97472 3.10444 -5.88594 -0.985 -0.315 -0.212
C -3.25786 2.53308 -6.07253 0.173 0.348 -0.191
C -4.14801 3.14749 -6.96931 -0.019 0.022 -0.008
C -3.79244 4.29227 -7.62795 -0.336 -0.153 0.006
C -2.53893 4.87633 -7.42062 0.169 0.105 0.056
C -1.64296 4.29671 -6.57509 0.150 -0.196 0.280
C -3.58452 1.36609 -5.33507 0.476 0.283 0.036
C -2.67873 0.80513 -4.50444 -0.025 0.203 -0.237
O 1.36057 1.95014 -4.06571 0.795 0.698 -0.140
C 1.37100 -0.87344 -1.82787 -0.064 0.180 -0.144
C 2.19878 -1.48363 -0.91285 -0.120 -0.246 0.222
H 4.05136 -1.39170 0.13679 0.154 -0.130 0.117
H 4.74430 0.71515 -0.92179 0.236 0.068 -0.029
H 3.24266 1.81640 -2.54811 0.007 0.190 -0.193
H -0.87385 -0.14381 -2.94756 -0.439 -0.030 -0.110
H -0.09092 2.86266 -4.90590 0.244 -0.247 0.257
H -5.11506 2.70321 -7.13077 -0.237 -0.076 -0.032
H -4.48859 4.76180 -8.30167 -0.132 0.048 -0.142
H -2.28811 5.79414 -7.92708 0.062 0.096 -0.091
H -0.67985 4.74735 -6.40706 0.245 0.037 0.017
H -4.56654 0.93753 -5.44640 -0.088 -0.184 0.083
H -2.93503 -0.08129 -3.95268 0.354 -0.125 0.232
H 0.44337 -1.34199 -2.10018 -0.196 -0.178 -0.001
H 1.89036 -2.40275 -0.44250 -0.001 -0.205 0.025
```
Forces are in eV/Å.

The charge is +1. The spin multiplicity is 1. For the HOMO-LUMO gap, the calculation gives 4.6 eV. The calculation puts the relative energy (zero: lowest compared OMol25 entry of this formula, charge and spin) at 0.00 kcal/mol. Its maximum force is 3.37 eV Å⁻¹. As for the HOMO energy: -9.07 eV.